Record 1
# C21H70ClNO15P

14 unconnected molecules or ions with the total composition C21H70ClNO15P in a non-equilibrium geometry (ωB97M-V/def2-TZVPD, OMol25).

```
109
Properties=species:S:1:pos:R:3:forces:R:3:lowdin_charge:R:1
Cl -1.636 2.453 2.912 0.278 0.301 0.364 0.470
P -0.233 -0.256 0.346 1.142 0.764 -2.053 0.576
O 9.310 -4.098 -3.424 0.197 -0.075 -0.181 -0.139
O -1.673 0.629 -0.082 -0.064 0.299 0.197 -0.311
O -5.699 0.238 11.393 -0.017 -0.081 0.183 -0.137
O -3.227 4.078 -5.971 -0.088 -0.093 -0.099 -0.139
O 1.060 3.209 -2.705 -0.016 0.119 -0.402 -0.136
O -1.803 -6.197 -0.211 -0.048 -0.022 -0.030 -0.130
O 0.928 2.880 -6.401 -0.036 -0.046 -0.065 -0.124
O -3.389 0.476 8.576 -0.015 0.038 0.100 -0.128
O 7.120 1.316 1.181 0.018 -0.098 -0.002 -0.126
O -2.059 -2.122 5.435 -0.084 -0.028 0.064 -0.129
O 3.311 -6.038 3.649 0.059 -0.107 0.069 -0.131
O -5.823 5.133 -7.026 -0.241 -0.040 -0.147 -0.146
O -0.488 0.172 2.057 0.238 -0.118 0.048 -0.288
O -3.888 1.702 -9.049 -0.023 0.026 -0.023 -0.129
O 8.221 -1.757 -0.476 -0.047 -0.118 0.010 -0.148
N -1.293 -1.690 0.529 0.480 -0.586 0.211 -0.183
C -0.560 -2.960 0.647 -1.043 0.273 0.149 -0.311
C 2.161 1.012 0.933 -0.754 0.334 0.113 -0.284
C -2.544 0.736 0.985 -0.120 -0.398 0.624 -0.332
C 3.021 -5.868 5.030 0.161 -0.137 -0.171 -0.160
C -3.332 5.439 -5.587 0.046 -0.112 0.057 -0.159
C 3.351 1.365 0.515 1.226 -0.122 -0.260 -0.036
C 0.897 1.335 0.246 -0.749 -0.742 0.488 -0.282
C 7.362 -2.450 -1.384 0.071 0.166 0.205 -0.138
C -2.619 2.335 -9.210 -0.204 -0.151 0.226 -0.160
C -6.972 5.913 -6.710 0.173 -0.015 -0.173 -0.139
C 0.967 4.569 -2.305 -0.233 -0.205 -0.050 -0.156
C -1.684 0.686 2.287 -0.941 -0.168 -0.434 -0.729
C -3.134 -1.280 5.844 0.350 0.009 -0.433 -0.170
C -3.010 -5.708 -0.787 0.181 -0.364 0.057 -0.160
C 9.634 -4.172 -4.808 0.113 0.128 0.248 -0.153
C -6.345 1.264 12.139 0.097 -0.267 0.049 -0.152
C -4.749 0.889 8.525 0.209 -0.086 0.023 -0.164
C 0.227 -3.110 1.951 1.129 0.354 -0.607 -0.243
C 7.429 1.253 -0.209 0.229 0.335 0.280 -0.164
C 1.640 -3.705 1.703 -0.877 -0.364 0.182 -0.108
C -0.469 3.158 -6.449 0.448 -0.173 0.345 -0.172
H 4.208 0.851 0.924 0.455 0.483 0.304 0.027
H -0.327 -3.700 2.675 -0.093 -0.178 0.040 0.093
H 3.997 -6.709 3.573 -0.079 0.099 -0.039 0.070
H -4.012 5.543 -4.738 0.008 0.171 -0.008 0.083
H -2.169 0.154 3.101 -0.367 0.210 0.251 0.076
H -3.694 6.038 -6.420 0.036 0.229 0.094 0.061
H -3.159 1.627 0.919 0.207 0.477 0.039 0.080
H -3.016 -4.625 -0.698 0.075 -0.002 0.044 0.069
H 10.605 -4.653 -4.952 -0.018 -0.011 -0.125 0.073
H -3.857 -1.168 5.030 -0.093 0.067 0.084 0.075
H 7.658 -1.305 0.163 0.122 -0.057 0.001 0.054
H -3.872 -6.119 -0.254 -0.121 0.127 -0.097 0.074
H -1.311 -3.750 0.649 -0.051 -0.193 -0.211 0.075
H 7.457 2.260 -0.635 -0.044 -0.066 -0.160 0.079
H -1.038 2.234 -6.323 -0.213 0.130 -0.005 0.082
H -6.460 2.128 11.489 0.024 -0.022 -0.046 0.076
H -5.743 1.548 13.006 -0.068 0.105 0.019 0.076
H 6.753 -3.183 -0.849 -0.066 -0.025 -0.106 0.082
H 0.298 4.670 -1.447 0.057 0.097 0.037 0.080
H -7.332 0.935 12.473 -0.035 0.115 0.028 0.075
H -3.061 -5.986 -1.844 -0.156 0.115 -0.025 0.073
H 0.172 2.920 -2.945 0.082 -0.129 0.244 0.077
H 8.867 -4.765 -5.299 -0.032 -0.009 0.044 0.077
H -3.927 1.362 -8.148 -0.018 0.027 -0.112 0.072
H -4.885 1.496 7.632 0.107 -0.040 -0.045 0.082
H -0.703 3.593 -7.416 0.105 0.029 -0.018 0.063
H 3.909 -5.535 5.575 -0.069 0.031 0.105 0.072
H -5.475 5.456 -7.865 -0.002 -0.152 0.070 0.087
H 1.070 1.522 -0.805 0.052 0.405 -0.160 0.048
H 7.989 -2.965 -2.108 -0.156 0.069 0.107 0.044
H -1.628 -1.704 4.679 -0.006 -0.096 0.038 0.063
H -5.409 0.019 8.473 -0.146 0.105 0.015 0.076
H 0.600 5.191 -3.129 0.047 0.112 0.057 0.066
H -1.814 1.613 -9.053 0.126 0.127 -0.042 0.081
H 0.979 -0.997 0.544 -0.336 -0.291 0.811 0.022
H -3.625 -1.743 6.697 0.061 -0.043 0.025 0.068
H 0.008 -0.460 -1.081 -0.354 -0.176 0.049 0.015
H 1.962 4.904 -2.022 0.023 -0.048 -0.001 0.076
H -2.517 3.159 -8.501 0.106 0.031 -0.046 0.047
H 1.107 2.498 -5.533 0.135 0.125 -0.069 0.066
H 6.710 -1.745 -1.907 -0.066 -0.093 -0.046 0.078
H -7.371 5.553 -5.765 0.039 -0.039 0.009 0.082
H -3.270 -0.086 1.045 0.170 -0.361 -0.105 0.094
H 9.992 -3.571 -2.992 -0.120 -0.068 0.030 0.080
H 0.040 -3.121 -0.256 0.486 -0.066 0.178 0.094
H -1.812 -7.156 -0.296 0.066 0.118 0.047 0.068
H 8.395 0.764 -0.350 -0.026 0.011 -0.257 0.068
H 6.654 0.676 -0.708 -0.062 0.028 0.060 0.075
H -4.995 1.482 9.406 -0.179 0.030 -0.052 0.052
H 9.653 -3.174 -5.253 0.003 -0.046 -0.117 0.077
H -3.282 -0.060 9.369 0.012 0.080 -0.089 0.073
H 2.116 0.433 1.841 -0.214 -0.486 0.125 0.085
H -4.116 3.794 -6.221 0.039 0.113 0.025 0.062
H 1.632 -4.735 2.048 0.512 -0.118 0.164 0.045
H -5.599 -0.525 11.973 0.001 0.065 -0.109 0.079
H -7.736 5.806 -7.484 -0.079 0.050 0.065 0.076
H -0.738 3.867 -5.666 -0.188 -0.025 -0.031 0.060
H 1.885 -3.735 0.648 -0.026 0.129 -0.233 0.054
H 2.247 -5.109 5.116 -0.005 0.013 -0.060 0.079
H -2.563 2.723 -10.224 -0.060 -0.051 -0.027 0.078
H -1.804 -1.751 -0.345 -0.153 0.198 0.068 0.061
H 0.380 2.148 0.745 -0.216 0.216 -0.093 0.057
H -6.704 6.968 -6.605 -0.100 0.023 0.052 0.079
H 2.407 -3.115 2.191 0.189 -0.142 0.267 0.062
H 2.655 -6.802 5.467 -0.039 0.061 0.108 0.071
H 7.815 1.831 1.603 -0.134 -0.073 0.027 0.072
H 0.401 -2.144 2.405 -0.356 0.363 0.010 0.068
H -2.346 5.797 -5.294 0.051 -0.148 0.005 0.075
H 3.493 2.103 -0.259 0.067 -0.202 -0.453 0.043
H -2.756 -0.301 6.141 -0.168 0.049 0.079 0.070
```
Forces are in eV/Å.

**HOMO energy**: -4.10 eV
**Frontier orbital gap**: 5.96 eV
**Lowest unoccupied orbital energy**: 1.86 eV
**M**: 643.21 g/mol
**Total charge**: -1
**Total energy**: -76919.194 eV
**Max |F|**: 2.5 eV/A

---

Record 2
# C21H72BrO14P

15 unconnected molecules or ions with the total composition C21H72BrO14P (ωB97M-V/def2-TZVPD, OMol25).

```
109
Properties=species:S:1:pos:R:3:forces:R:3:lowdin_charge:R:1
Br -0.669 -0.319 -1.233 -0.292 0.114 0.107 0.277
P 1.445 -0.689 -1.863 0.177 -0.099 0.078 0.543
O -5.049 -1.335 1.079 0.065 0.012 -0.114 -0.126
O 6.254 -2.255 -0.179 0.086 -0.035 -0.032 -0.132
O 0.484 1.970 5.203 -0.024 0.085 0.050 -0.125
O 3.016 -0.934 -11.286 0.052 -0.035 -0.095 -0.121
O 0.588 -0.424 8.255 0.056 -0.063 -0.001 -0.132
O 0.327 -3.920 1.117 0.016 0.091 -0.109 -0.118
O 4.661 -0.883 4.047 0.066 -0.095 -0.037 -0.129
O -5.510 -1.383 5.308 0.105 -0.084 0.061 -0.137
O 2.901 1.882 -7.733 -0.033 0.086 -0.127 -0.140
O 1.140 -3.674 -8.195 0.132 -0.075 -0.087 -0.128
O -4.723 1.503 1.300 0.140 0.152 -0.247 -0.171
O -6.662 4.475 1.049 0.057 0.135 0.054 -0.131
O -4.139 2.680 3.958 -0.128 0.036 -0.134 -0.129
O 2.763 -0.304 -5.860 0.054 -0.075 0.038 -0.144
C 6.064 -2.308 -1.588 -0.108 0.130 0.037 -0.154
C -7.647 3.465 1.218 0.018 -0.147 0.003 -0.152
C 1.804 1.600 5.582 0.038 -0.090 -0.027 -0.136
C -1.532 1.329 2.373 -0.067 0.174 -0.055 -0.095
C 2.247 -3.229 -8.973 -0.112 -0.004 0.050 -0.160
C 2.140 -1.571 -5.686 0.027 0.105 0.049 -0.153
C -0.173 0.629 2.327 0.134 -0.161 0.110 -0.283
C -3.910 -1.832 1.748 -0.050 -0.070 0.057 -0.181
C 2.479 2.759 -6.691 0.001 -0.077 0.084 -0.138
C -6.765 -1.945 4.957 -0.100 0.064 -0.064 -0.151
C 2.925 0.456 0.465 -0.021 0.032 -0.249 -0.236
C -0.753 -0.802 7.982 -0.089 0.075 -0.018 -0.162
C -5.182 1.743 4.236 -0.231 -0.066 0.106 -0.135
C 5.806 -0.414 3.345 -0.054 0.034 -0.008 -0.157
C -4.346 2.242 0.140 -0.098 0.019 -0.069 -0.117
C 0.969 1.500 1.812 -0.164 0.015 -0.102 -0.212
C 2.332 -0.777 -0.248 0.107 -0.110 0.216 -0.427
C 1.899 0.969 -2.477 0.038 0.077 -0.280 -0.374
C 2.329 0.788 1.833 0.222 0.075 0.079 -0.217
C 2.798 0.355 -10.739 -0.043 -0.015 0.076 -0.167
C 0.049 -3.102 2.240 -0.002 -0.030 0.088 -0.159
H 7.127 -2.607 0.021 -0.043 0.010 0.018 0.073
H -2.295 0.771 1.825 0.058 0.005 0.065 0.044
H 3.061 1.424 2.342 -0.059 -0.054 0.029 0.104
H 5.079 -1.885 -1.778 0.000 -0.035 -0.070 0.060
H -7.088 5.313 0.846 -0.053 -0.066 0.011 0.076
H 2.192 0.987 -11.395 -0.006 -0.023 -0.024 0.080
H 0.675 -2.206 2.276 0.050 -0.058 -0.013 0.047
H 1.171 -1.146 8.004 -0.031 0.021 0.008 0.076
H -3.776 -1.377 2.737 -0.027 0.048 -0.005 0.067
H -8.240 3.310 0.313 0.013 0.041 -0.019 0.080
H 0.040 2.352 5.966 0.022 -0.039 -0.013 0.079
H -5.853 1.651 3.379 -0.047 -0.106 0.073 0.066
H 1.004 -4.605 -8.395 -0.074 0.039 0.064 0.073
H 0.263 -3.705 3.122 -0.024 0.024 0.021 0.082
H 3.735 0.871 -10.511 0.017 -0.024 -0.006 0.080
H 2.398 -2.176 -8.744 0.005 0.004 -0.009 0.057
H -4.686 3.276 0.211 0.008 -0.004 -0.022 0.066
H 3.493 -0.847 -12.116 -0.015 0.023 0.036 0.077
H -4.299 1.918 2.067 0.080 -0.050 0.032 0.036
H 3.037 3.698 -6.703 0.030 -0.015 -0.009 0.078
H 2.255 0.205 -9.807 0.001 0.046 -0.006 0.065
H 1.632 0.999 -3.537 0.036 0.116 0.086 0.017
H 2.986 1.068 -2.395 -0.053 -0.032 -0.103 0.046
H -0.246 -0.278 1.719 0.061 0.101 0.012 0.041
H -6.789 -2.285 3.919 0.042 0.017 -0.010 0.078
H -4.723 0.776 4.428 -0.006 0.068 -0.017 0.068
H 2.272 1.154 4.706 0.015 -0.006 0.009 0.060
H 6.084 -3.330 -1.974 0.000 -0.024 0.039 0.079
H 1.003 2.397 2.440 0.027 -0.045 -0.063 0.108
H 6.717 -0.936 3.651 -0.008 -0.007 0.031 0.075
H -7.103 2.546 1.432 -0.041 -0.002 -0.016 0.060
H 0.111 0.317 3.338 -0.109 -0.080 -0.079 0.093
H 5.691 -0.514 2.263 -0.002 0.012 -0.003 0.060
H -2.985 -1.689 1.181 0.006 0.041 -0.075 0.057
H 2.052 -3.316 -10.043 0.027 0.034 -0.012 0.073
H 5.915 0.640 3.595 0.008 0.006 -0.028 0.079
H -1.065 -1.676 8.560 0.039 -0.006 0.016 0.074
H 3.162 -3.773 -8.725 0.014 0.013 0.000 0.081
H -3.267 2.222 -0.032 0.015 -0.073 0.061 0.069
H 3.137 -1.476 -0.508 -0.007 0.047 0.183 0.047
H -4.929 -0.382 0.947 -0.034 -0.013 0.277 0.034
H 1.797 0.865 6.389 -0.001 0.013 0.011 0.061
H -0.921 -0.998 6.919 0.042 0.010 -0.012 0.075
H -1.483 2.328 1.923 0.026 -0.086 0.017 0.081
H 2.403 2.461 5.892 -0.033 0.035 -0.023 0.081
H 3.999 0.280 0.581 -0.061 0.009 0.023 0.094
H -7.048 -2.772 5.614 0.040 0.002 0.021 0.074
H -1.377 0.041 8.273 -0.025 -0.025 -0.006 0.078
H 4.542 -1.812 3.827 -0.048 0.042 0.011 0.075
H -4.841 1.770 -0.708 0.024 0.014 -0.026 0.088
H -7.500 -1.150 5.073 -0.024 -0.028 -0.009 0.078
H 1.410 2.976 -6.752 -0.006 -0.019 -0.017 0.083
H 2.837 1.340 -0.172 0.047 0.007 0.069 0.083
H -0.997 -2.784 2.277 -0.014 -0.033 -0.017 0.069
H 1.175 -1.632 -6.194 -0.002 -0.006 -0.007 0.080
H 2.268 -0.127 2.435 0.027 0.069 -0.024 0.099
H 6.800 -1.706 -2.126 0.028 -0.007 0.017 0.078
H 2.898 -0.127 -6.798 -0.065 0.107 0.035 0.046
H 1.430 1.799 -1.947 -0.004 -0.109 0.038 0.030
H 2.766 -2.396 -6.036 0.030 0.020 -0.020 0.073
H -8.322 3.678 2.051 0.018 0.043 0.010 0.077
H 0.119 -3.426 0.317 -0.034 -0.013 0.029 0.060
H 0.749 1.841 0.791 -0.044 -0.024 0.080 0.096
H -4.545 3.545 3.835 0.050 0.005 -0.005 0.088
H -4.058 -2.904 1.882 0.026 -0.006 0.007 0.078
H -1.885 1.470 3.396 0.028 -0.019 -0.068 0.063
H 2.674 2.234 -5.759 -0.007 0.037 0.013 0.061
H 1.984 -1.683 -4.614 -0.060 -0.106 -0.029 0.029
H -5.776 2.024 5.109 0.133 0.046 0.071 0.086
H 2.735 2.314 -8.575 0.026 -0.037 0.024 0.068
H 1.690 -1.328 0.447 0.006 -0.082 -0.141 0.041
H -4.830 -2.055 5.202 -0.034 0.007 -0.027 0.073
```
Forces are in eV/Å.

**HOMO energy**: -8.53 eV
**Frontier orbital gap**: 9.13 eV
**Lowest unoccupied orbital energy**: 0.60 eV
**M**: 659.67 g/mol
**Total energy**: -130935.612 eV
**Max |F|**: 0.3 eV/A